The following is a DFT calculation (ωB97M-V with the def2-TZVPD basis set) of a molecular structure, C41H52BClMoN10OS4 at a distorted geometry.

largest force on an atom = 2.02 eV/A
multiplicity = 3
orbital gap (alpha / beta) = 5.956 / 6.543 eV
charge = +2
highest occupied orbital energy (alpha / beta) = -11.735 / -12.233 eV
ΔE to the lowest compared entry with this formula, charge and spin = 8.1 kcal/mol
molecular weight = 971.4 g/mol

Each line ends with the Löwdin spin population.
Atoms and positions in Å:
Mo  0.647  -0.012  -0.812  1.653
Cl  0.325  -6.615  1.986  0.001
C  0.009  -5.116  1.188  0.003
C  -1.170  -4.411  1.468  0.003
C  -1.435  -3.214  0.848  0.002
C  -0.504  -2.645  -0.036  0.010
O  -0.743  -1.496  -0.614  0.034
C  0.667  -3.379  -0.342  0.006
C  1.494  -2.912  -1.393  0.015
N  1.492  -1.694  -1.855  0.000
C  2.087  -1.411  -3.097  0.000
C  2.671  -2.321  -3.959  0.004
C  3.173  -1.910  -5.199  -0.002
C  3.083  -0.604  -5.597  0.002
C  2.480  0.349  -4.753  -0.001
C  2.336  1.705  -5.109  0.015
C  1.729  2.557  -4.228  -0.001
C  1.256  2.070  -3.010  0.014
N  1.362  0.800  -2.632  -0.003
C  1.981  -0.063  -3.496  0.003
C  0.894  -4.628  0.264  -0.001
H  -1.875  -4.826  2.177  0.000
H  -2.351  -2.672  1.049  0.000
H  2.111  -3.659  -1.885  0.000
H  2.732  -3.371  -3.707  0.000
H  3.619  -2.646  -5.855  0.000
H  3.451  -0.291  -6.565  0.000
H  2.696  2.050  -6.069  0.001
H  1.602  3.606  -4.457  0.000
H  0.775  2.741  -2.316  0.000
H  1.773  -5.205  -0.003  0.000
C  -5.354  -1.689  -3.323  0.000
C  -4.126  -0.781  -3.331  0.001
C  -4.426  0.497  -4.113  0.001
C  -2.973  -1.569  -3.967  0.001
N  -3.821  -0.415  -1.909  0.009
C  -4.630  -0.729  -0.832  -0.001
C  -4.025  -0.288  0.287  0.005
N  -2.856  0.343  -0.088  0.005
B  -1.732  0.914  0.754  0.061
N  -1.655  0.325  2.153  0.009
C  -2.587  0.498  3.162  0.003
C  -2.062  0.007  4.297  0.002
N  -0.796  -0.472  4.009  0.003
C  -0.554  -0.257  2.686  0.008
S  0.863  -0.686  1.826  0.037
C  0.159  -0.958  5.057  0.000
C  1.320  0.038  5.158  0.000
C  0.635  -2.378  4.744  0.001
C  -0.566  -0.992  6.400  0.000
N  -1.696  2.436  0.746  0.009
C  -2.735  3.308  0.993  0.003
C  -2.265  4.558  0.826  0.001
N  -0.933  4.467  0.465  0.002
C  -0.599  3.153  0.425  0.002
S  0.959  2.462  0.167  0.006
C  -0.067  5.657  0.167  0.000
C  -0.930  6.912  0.215  0.000
C  0.530  5.523  -1.238  0.000
C  1.026  5.752  1.234  0.000
C  -2.742  0.250  -1.430  0.013
S  -1.420  0.922  -2.281  0.033
H  -5.556  -2.016  -4.340  0.000
H  -6.244  -1.171  -2.962  0.000
H  -5.176  -2.575  -2.711  0.000
H  -4.609  0.243  -5.157  0.000
H  -3.585  1.189  -4.080  0.000
H  -5.313  0.996  -3.721  0.000
H  -3.344  -2.032  -4.881  0.000
H  -2.624  -2.356  -3.296  0.000
H  -2.133  -0.939  -4.231  0.001
H  -5.569  -1.242  -0.928  0.000
H  -4.341  -0.365  1.312  0.000
H  -0.678  0.610  0.195  0.022
H  -3.539  0.968  2.988  0.000
H  -2.514  -0.054  5.268  0.000
H  1.830  0.156  4.205  0.000
H  2.038  -0.311  5.901  0.000
H  0.950  1.014  5.476  0.000
H  1.209  -2.427  3.824  0.001
H  -0.216  -3.056  4.657  0.000
H  1.259  -2.725  5.568  0.000
H  -0.910  -0.003  6.702  0.000
H  0.139  -1.334  7.156  0.000
H  -1.403  -1.691  6.389  0.000
H  -3.723  2.969  1.253  0.000
H  -2.779  5.491  0.948  0.000
H  -1.721  6.886  -0.536  0.000
H  -0.297  7.770  0.000  0.000
H  -1.365  7.071  1.202  0.000
H  -0.237  5.224  -1.956  0.000
H  1.346  4.806  -1.253  0.000
H  0.931  6.486  -1.555  0.000
H  0.585  5.885  2.223  0.000
H  1.668  6.608  1.024  0.000
H  1.645  4.858  1.241  0.000
S  3.219  0.370  -0.410  -0.004
C  3.856  -0.978  0.479  0.005
N  3.934  -0.921  1.793  0.002
C  4.537  -1.963  2.618  0.000
C  4.426  -3.297  1.899  0.000
C  4.968  -3.175  0.483  0.000
N  4.352  -2.022  -0.175  0.001
H  3.544  -0.103  2.234  0.000
H  4.005  -2.003  3.567  0.000
H  5.580  -1.709  2.825  0.000
H  3.375  -3.592  1.864  0.000
H  4.978  -4.062  2.441  0.000
H  4.724  -4.069  -0.093  0.000
H  6.055  -3.066  0.483  0.000
H  4.419  -1.932  -1.176  0.000